[1]
Here is a 4-piece molecular cluster, C52H91BrN4O11 overall at a distorted geometry from OMol25. Energies are from ωB97M-V/def2-TZVPD.

Each line ends with the Mulliken charge.
Element x y z (Å)
1 H 9.058 -0.029 -2.808  0.28
2 N 8.915 0.023 -1.774  -0.71
3 C 7.604 0.259 -1.440  0.29
4 N 7.119 0.416 -0.004  -0.51
5 N 6.577 0.429 -2.538  -0.08
6 C 6.366 -0.834 -3.348  -0.84
7 C 5.043 -1.725 -2.844  0.01
8 C 3.747 -0.730 -2.682  -0.36
9 C 3.019 -0.838 -1.182  -0.55
10 C 1.405 -0.639 -1.457  0.13
11 C 0.854 0.930 -1.404  -0.16
12 C -0.762 1.272 -1.667  0.31
13 C -1.809 0.050 -1.980  -0.59
14 C -1.259 -1.529 -2.028  -0.16
15 C -2.427 -2.665 -2.307  -0.85
16 C -3.229 -2.846 -0.864  -0.54
17 C -4.803 -2.291 -0.937  -0.44
18 C -5.524 -2.837 0.468  -0.54
19 C -6.366 -1.667 1.249  -0.38
20 C -7.613 -2.428 2.048  -0.70
21 C -7.342 -2.533 3.688  -0.34
22 C -6.262 -3.735 4.079  -0.37
23 C -6.516 -4.165 5.672  -0.69
24 C -5.675 -5.514 6.117  -0.34
25 C -4.152 -5.143 6.634  -0.87
26 C 0.350 -1.900 -1.767  0.65
27 C 0.859 -3.482 -1.777  -0.32
28 Br 2.168 -3.910 -3.228  -0.08
29 C 1.418 -3.869 -0.252  -0.31
30 C 0.391 -4.825 0.596  -0.77
31 C -1.203 2.882 -1.545  -0.01
32 O -2.055 3.473 -2.407  -0.53
33 C -0.465 3.692 -0.282  0.28
34 C -1.333 4.731 0.655  -0.65
35 C -0.527 5.450 1.918  0.61
36 C -1.437 6.452 2.877  -0.70
37 N -1.963 5.649 4.079  -0.55
38 C 1.083 5.142 2.152  -0.51
39 C 1.967 4.090 1.201  -0.36
40 C 1.152 3.352 -0.023  0.22
41 C 1.846 2.230 -1.051  0.10
42 O 3.071 2.398 -1.558  -0.40
43 H 6.476 1.260 -0.039  0.23
44 H 7.966 0.716 0.567  0.33
45 H 6.745 1.271 -3.131  0.25
46 H 7.343 -1.516 -3.418  0.37
47 H 6.169 -0.482 -4.471  0.30
48 H 4.798 -2.437 -3.770  -0.24
49 H 5.268 -2.357 -1.877  0.32
50 H 2.898 -1.072 -3.447  0.36
51 H 3.973 0.404 -2.979  0.20
52 H 3.315 -1.884 -0.750  0.42
53 H 3.490 0.025 -0.524  0.12
54 H -2.947 0.300 -2.141  0.29
55 H -2.026 -3.670 -2.754  0.33
56 H -3.204 -2.169 -3.060  0.42
57 H -2.704 -2.135 -0.062  0.35
58 H -3.150 -3.931 -0.422  0.35
59 H -4.832 -1.109 -1.012  0.12
60 H -5.301 -2.764 -1.890  0.32
61 H -6.196 -3.749 0.132  0.26
62 H -4.694 -3.263 1.183  0.17
63 H -5.672 -1.148 2.056  0.22
64 H -6.750 -0.800 0.542  0.31
65 H -7.748 -3.525 1.663  0.36
66 H -8.593 -1.821 1.800  0.31
67 H -8.373 -2.878 4.160  0.35
68 H -7.053 -1.498 4.152  -0.02
69 H -5.146 -3.331 4.033  0.15
70 H -6.401 -4.706 3.440  0.32
71 H -7.672 -4.403 5.841  0.29
72 H -6.189 -3.304 6.425  0.21
73 H -5.653 -6.251 5.185  0.26
74 H -6.196 -6.097 7.015  0.29
75 H -3.970 -5.587 7.712  0.28
76 H -4.096 -3.967 6.716  0.26
77 H -3.344 -5.522 5.875  0.20
78 H -0.074 -4.205 -1.943  0.21
79 H 2.459 -4.443 -0.293  0.32
80 H 1.613 -2.896 0.410  0.21
81 H -0.726 -4.718 0.264  0.05
82 H 0.427 -4.567 1.760  0.28
83 H 0.665 -5.983 0.539  0.26
84 H -2.463 4.923 0.407  0.25
85 H -2.415 6.724 2.248  0.25
86 H -0.857 7.410 3.234  0.34
87 H -1.223 5.524 4.804  0.25
88 H -2.354 4.735 3.743  0.27
89 H 1.675 5.672 3.034  0.25
90 H 3.116 3.857 1.406  0.33
91 C -11.000 4.612 7.192  -0.77
92 O -9.831 4.256 6.472  -0.23
93 C -8.658 4.318 7.286  -0.58
94 C -7.482 3.642 6.580  -0.42
95 O -7.483 2.218 6.744  -0.47
96 C -8.439 1.508 5.946  -0.46
97 C -8.019 1.396 4.479  -0.46
98 O -8.367 2.588 3.770  -0.31
99 C -7.780 2.630 2.479  -0.70
100 H -10.911 5.626 7.594  0.31
101 H -11.850 4.577 6.507  0.23
102 H -11.179 3.897 8.002  0.31
103 H -8.846 3.827 8.248  0.34
104 H -8.425 5.375 7.455  0.46
105 H -6.558 3.987 7.056  0.37
106 H -7.422 3.918 5.524  0.20
107 H -9.440 1.933 6.057  0.23
108 H -8.471 0.497 6.367  0.38
109 H -8.552 0.561 4.011  0.40
110 H -6.939 1.225 4.413  0.36
111 H -6.689 2.651 2.559  0.29
112 H -8.109 3.546 1.982  0.26
113 H -8.100 1.771 1.883  0.26
114 C 4.257 5.172 -1.956  -0.63
115 O 5.259 6.150 -1.731  -0.24
116 C 4.776 7.476 -1.949  -0.59
117 C 5.772 8.504 -1.408  -0.43
118 O 5.634 8.718 0.003  -0.47
119 C 6.167 7.682 0.837  -0.29
120 C 7.694 7.719 0.923  -0.64
121 O 8.272 7.057 -0.205  -0.20
122 C 9.670 7.281 -0.295  -0.78
123 H 3.876 5.238 -2.980  0.34
124 H 4.699 4.185 -1.806  0.18
125 H 3.439 5.297 -1.239  0.21
126 H 3.805 7.605 -1.456  0.34
127 H 4.658 7.615 -3.029  0.45
128 H 5.546 9.471 -1.870  0.39
129 H 6.803 8.255 -1.670  0.21
130 H 5.795 6.700 0.534  0.14
131 H 5.767 7.883 1.837  0.37
132 H 8.021 7.189 1.824  0.44
133 H 8.040 8.758 0.963  0.34
134 H 9.875 8.345 -0.449  0.31
135 H 10.052 6.726 -1.156  0.23
136 H 10.176 6.925 0.607  0.31
137 C 6.217 -9.296 -8.996  -0.77
138 O 6.020 -8.063 -8.322  -0.24
139 C 5.484 -7.058 -9.186  -0.60
140 C 5.000 -5.857 -8.370  -0.39
141 O 3.687 -6.049 -7.829  -0.47
142 C 3.612 -6.919 -6.692  -0.60
143 C 4.108 -6.254 -5.406  -0.25
144 O 5.533 -6.330 -5.324  -0.35
145 C 6.051 -5.518 -4.283  -0.59
146 H 6.898 -9.167 -9.843  0.31
147 H 6.659 -10.005 -8.292  0.23
148 H 5.258 -9.698 -9.338  0.31
149 H 4.651 -7.472 -9.767  0.34
150 H 6.282 -6.742 -9.865  0.45
151 H 4.910 -5.002 -9.049  0.38
152 H 5.712 -5.576 -7.591  0.21
153 H 4.117 -7.868 -6.886  0.21
154 H 2.546 -7.141 -6.569  0.40
155 H 3.695 -6.784 -4.540  0.54
156 H 3.789 -5.206 -5.381  0.07
157 H 5.830 -4.464 -4.479  0.16
158 H 7.137 -5.644 -4.256  0.33
159 H 5.637 -5.819 -3.317  0.29

Its structure (SMILES) is [H]/N=C(/N)NCCCCc1c2c(cc(CCCCCCCCCCC)c1[C@@H](Br)CC)C(=O)c1cc(CN)ccc1C2=O.COCCOCCOC.COCCOCCOC.COCCOCCOC. As for the highest occupied orbital energy: -0.314 hartree.

***

[2]
Here is a 13-piece molecular cluster, C52H94O34 overall at a distorted geometry from OMol25. Energies are from ωB97M-V/def2-TZVPD.

Each line ends with the Mulliken charge.
Element x y z (Å)
1 O 3.121 3.437 -0.285  -0.47
2 C 2.795 4.630 -0.283  0.19
3 O 1.948 5.085 -1.193  -0.13
4 C 1.914 6.486 -1.124  -0.39
5 C 2.317 6.843 0.279  -0.28
6 C 3.280 5.747 0.539  -0.27
7 H 0.887 6.811 -1.293  0.24
8 H 2.514 6.912 -1.928  0.27
9 H 1.472 6.784 0.965  -0.07
10 H 2.765 7.836 0.322  0.42
11 H 3.316 5.331 1.546  0.14
12 H 4.272 5.901 0.117  0.30
13 O -2.317 -0.520 -2.534  -0.05
14 C -2.269 -1.294 -3.494  -0.25
15 O -2.912 -2.505 -3.480  -0.41
16 C -2.550 -3.230 -4.701  -0.32
17 C -1.725 -2.279 -5.555  -1.20
18 C -1.574 -0.997 -4.784  1.09
19 H -3.426 -3.454 -5.311  0.31
20 H -2.038 -4.118 -4.333  0.17
21 H -2.182 -2.080 -6.525  0.43
22 H -0.743 -2.671 -5.823  0.34
23 H -1.993 -0.094 -5.228  0.21
24 H -0.556 -0.765 -4.468  -0.33
25 O -3.975 1.880 0.069  -0.33
26 C -4.646 1.116 -0.651  -0.10
27 O -4.998 -0.070 -0.218  -0.10
28 C -5.553 -0.816 -1.305  -0.11
29 C -5.945 0.102 -2.448  -0.94
30 C -4.996 1.287 -2.103  0.52
31 H -6.399 -1.442 -1.022  0.53
32 H -4.751 -1.446 -1.691  -0.11
33 H -7.012 0.295 -2.335  0.30
34 H -5.779 -0.354 -3.424  0.33
35 H -5.572 2.180 -2.344  0.56
36 H -4.105 1.113 -2.707  -0.62
37 O -2.658 2.510 -4.634  -0.60
38 C -2.160 3.372 -3.987  -0.46
39 O -1.580 3.074 -2.815  0.95
40 C -0.789 4.138 -2.373  0.36
41 C -1.363 5.336 -3.098  -0.81
42 C -1.892 4.810 -4.413  -0.39
43 H 0.281 4.090 -2.574  0.17
44 H -0.807 4.259 -1.290  -0.31
45 H -0.706 6.204 -3.147  0.46
46 H -2.069 5.809 -2.417  0.07
47 H -1.181 4.830 -5.239  0.27
48 H -2.734 5.393 -4.784  0.47
49 O 1.535 -0.993 1.634  -0.71
50 C 0.882 -0.110 1.133  -0.57
51 O -0.070 -0.320 0.160  0.33
52 C -0.870 0.842 -0.091  1.32
53 C -0.050 1.983 0.490  2.29
54 C 0.869 1.333 1.510  1.32
55 H -1.927 0.881 0.171  -0.82
56 H -0.944 0.982 -1.170  -0.36
57 H -0.641 2.748 0.995  -0.22
58 H 0.608 2.289 -0.323  -1.86
59 H 0.371 1.243 2.475  -0.22
60 H 1.817 1.854 1.641  -0.47
61 C 1.003 -3.182 -2.376  -0.19
62 C 0.861 -4.470 -1.692  -0.63
63 O -0.436 -5.083 -2.070  -0.11
64 C -0.797 -6.167 -1.551  0.72
65 O -0.134 -6.828 -0.746  -0.65
66 O -1.970 -6.561 -2.070  -0.29
67 C -2.640 -7.738 -1.620  -0.75
68 H 2.053 -2.951 -2.557  0.33
69 H 0.609 -2.387 -1.743  -0.35
70 H 0.451 -3.216 -3.316  0.25
71 H 1.038 -4.312 -0.628  0.24
72 H 1.571 -5.215 -2.052  0.54
73 H -3.399 -8.156 -2.280  0.26
74 H -3.118 -7.461 -0.681  0.30
75 H -2.001 -8.573 -1.332  0.30
76 C 2.566 0.451 -2.505  -0.06
77 C 1.808 1.642 -3.141  0.21
78 O 1.090 1.195 -4.288  -0.31
79 C 0.753 2.049 -5.253  0.86
80 O 1.127 3.239 -5.223  -0.69
81 O 0.129 1.431 -6.187  -0.21
82 C -0.491 2.132 -7.189  -0.60
83 H 2.984 0.898 -1.603  0.09
84 H 3.344 0.116 -3.192  0.67
85 H 1.898 -0.392 -2.329  -0.34
86 H 2.361 2.559 -3.350  0.66
87 H 1.051 1.959 -2.424  -1.04
88 H 0.302 2.589 -7.781  0.34
89 H -1.118 2.891 -6.722  0.16
90 H -1.152 1.522 -7.805  0.22
91 C -2.417 -2.268 0.907  0.78
92 C -3.404 -3.232 1.397  -0.82
93 O -4.554 -2.500 1.873  0.12
94 C -5.463 -3.142 2.701  0.46
95 O -5.294 -4.274 3.185  -0.60
96 O -6.493 -2.352 3.068  -0.38
97 C -6.786 -1.132 2.454  0.18
98 H -2.781 -1.580 0.143  -0.45
99 H -1.537 -2.768 0.502  0.26
100 H -2.234 -1.557 1.712  -0.49
101 H -2.907 -3.796 2.187  0.36
102 H -3.752 -3.852 0.571  0.34
103 H -7.764 -0.766 2.768  0.28
104 H -6.791 -1.283 1.375  -0.08
105 H -6.008 -0.460 2.817  -0.07
106 C -0.220 4.784 3.171  0.20
107 C -1.329 5.815 3.061  -0.75
108 O -2.531 5.335 2.360  -0.39
109 C -2.697 5.528 1.056  0.95
110 O -1.909 6.118 0.309  -0.63
111 O -3.866 5.000 0.709  -0.36
112 C -4.261 5.039 -0.661  -0.17
113 H -0.732 3.836 3.335  -0.19
114 H 0.367 5.002 4.063  0.50
115 H 0.308 4.796 2.217  -0.29
116 H -0.927 6.606 2.427  0.34
117 H -1.655 6.216 4.020  0.44
118 H -4.118 6.004 -1.148  0.43
119 H -5.294 4.702 -0.745  0.31
120 H -3.608 4.362 -1.212  -0.36
121 C 2.656 -4.316 2.584  -0.51
122 C 3.375 -5.334 3.517  -0.59
123 O 2.853 -6.656 3.244  -0.16
124 C 3.431 -7.774 3.858  0.55
125 O 4.287 -7.754 4.723  -0.54
126 O 2.860 -8.889 3.219  -0.28
127 C 3.282 -10.224 3.458  -0.68
128 H 2.866 -3.258 2.738  0.26
129 H 1.648 -4.419 2.984  0.12
130 H 2.827 -4.532 1.529  0.25
131 H 3.240 -5.024 4.553  0.35
132 H 4.458 -5.346 3.397  0.39
133 H 2.784 -10.690 4.308  0.29
134 H 4.348 -10.253 3.683  0.31
135 H 3.142 -10.926 2.635  0.26
136 C 2.066 0.419 5.945  -1.13
137 C 2.628 1.791 5.449  0.11
138 O 3.514 1.415 4.437  -0.25
139 C 3.916 2.285 3.564  0.82
140 O 3.395 3.357 3.374  -0.62
141 O 4.919 1.589 2.941  -0.38
142 C 5.369 1.977 1.609  -0.15
143 H 2.872 -0.103 6.460  0.44
144 H 1.729 -0.258 5.159  0.09
145 H 1.244 0.449 6.660  0.41
146 H 3.044 2.362 6.278  0.37
147 H 1.753 2.276 5.015  -0.09
148 H 5.806 2.974 1.651  0.38
149 H 4.536 1.923 0.908  -0.05
150 H 6.139 1.347 1.162  0.14
151 C 4.197 -2.350 -0.757  -0.63
152 C 5.248 -1.722 0.208  0.15
153 O 6.483 -1.552 -0.483  -0.35
154 C 6.620 -0.598 -1.458  0.68
155 O 5.846 0.270 -1.747  -0.45
156 O 7.938 -0.754 -1.936  -0.35
157 C 8.532 0.281 -2.650  -0.70
158 H 4.094 -1.677 -1.608  0.06
159 H 3.195 -2.450 -0.341  0.12
160 H 4.703 -3.284 -1.003  0.40
161 H 5.366 -2.387 1.064  0.38
162 H 4.806 -0.794 0.571  -0.14
163 H 9.521 0.547 -2.277  0.28
164 H 7.995 1.229 -2.616  0.29
165 H 8.576 0.006 -3.704  0.29
166 C -0.522 -2.495 4.153  -0.41
167 C -1.514 -1.956 5.260  -0.63
168 O -2.598 -1.106 4.770  -0.35
169 C -2.378 0.224 4.471  0.78
170 O -1.297 0.774 4.476  -0.61
171 O -3.541 0.746 4.093  -0.39
172 C -3.570 1.917 3.409  0.11
173 H -0.075 -1.680 3.583  -0.10
174 H -0.885 -3.224 3.428  0.20
175 H 0.290 -3.020 4.657  0.44
176 H -0.896 -1.447 6.000  0.29
177 H -1.954 -2.828 5.744  0.40
178 H -3.692 2.796 4.042  0.34
179 H -4.434 1.879 2.745  0.15
180 H -2.636 1.891 2.847  -0.29

As for the highest occupied orbital energy: -0.365 hartree.

***

For reference, energy by record: -5655.4403, -4595.9515 Ha.